A cluster of 2 separate species, C3H8O3 in total at a distorted geometry. Source: OMol25; level of theory: the ωB97M-V functional and the def2-TZVPD basis.

```
14
Properties=species:S:1:pos:R:3:forces:R:3
C 1.26041 1.60141 0.76404 -0.0695 0.4474 -0.1291
C 0.02893 0.68955 0.66623 -0.5177 -0.1019 -0.5916
C -0.40417 0.17697 2.02638 2.6377 1.7281 0.4302
O -0.31540 0.97330 2.96519 -1.2805 -2.6763 -1.3462
O -0.58131 -1.15666 2.12807 -0.4163 -0.6909 0.4306
H 2.00044 1.23957 1.49754 -0.3896 0.0834 -0.3098
H 0.94512 2.61771 1.05445 0.3148 -0.4570 -0.0332
H 1.74280 1.65232 -0.22657 -0.1509 0.0821 0.4119
H -0.85689 1.25068 0.31138 0.5109 -0.1231 -0.2035
H 0.24196 -0.10595 -0.07353 -0.3394 0.1253 0.4670
H -0.38312 -1.72784 1.33657 -0.2927 1.5763 0.8688
O -0.86328 -2.54735 -4.05758 -1.1089 0.4526 -0.2450
H -1.36523 -2.67320 -4.89452 0.5127 0.1567 0.9168
H -1.45030 -1.99046 -3.49764 0.5893 -0.6027 -0.6669
```
Forces are in eV/Å.

Computed properties:
SMILES: CCC(=O)O.O
energy: -344.81858 Ha
E_HOMO: -10.35 eV
lowest unoccupied orbital energy: 0.2275 eV

A cluster of 2 separate species, C3H8O3 in total at a distorted geometry. Source: OMol25; level of theory: the ωB97M-V functional and the def2-TZVPD basis.

```
14
Properties=species:S:1:pos:R:3:forces:R:3
C -2.27458 -1.59263 -0.52805 1.3979 -0.0982 -0.6934
C -1.20748 -0.63355 0.08025 -1.9583 1.5466 0.1395
O 0.02793 -0.48966 -0.66076 1.2246 0.3735 0.2365
C 0.77964 0.67685 -0.55562 -2.8272 2.3535 1.9570
O 0.36995 1.74524 -0.02766 1.5589 -4.0652 -1.8213
H -3.17266 -1.68905 0.10501 0.5918 0.2856 -0.0503
H -1.83602 -2.59449 -0.67144 -0.3111 0.2761 0.0076
H -2.57849 -1.19751 -1.51198 0.0505 -0.2904 0.3566
H -1.07998 -0.87621 1.15277 0.6346 0.1175 -0.6369
H -1.69099 0.36014 0.01517 0.3249 -0.3188 0.4989
H 1.79324 0.56469 -0.98886 -0.6438 -0.1555 0.0543
O 3.82669 2.19398 1.00177 -0.5866 -0.9669 0.5547
H 2.94837 2.27326 1.43827 0.8411 -0.0812 -0.5084
H 4.09439 1.25894 1.15113 -0.2973 1.0233 -0.0948
```
Forces are in eV/Å.

Computed properties:
SMILES: CCOC=O.O
energy: -344.80155 Ha
E_HOMO: -10.89 eV
lowest unoccupied orbital energy: 0.7212 eV

A cluster of 2 separate species, C3H8O3 in total at a distorted geometry. Source: OMol25; level of theory: the ωB97M-V functional and the def2-TZVPD basis.

```
14
Properties=species:S:1:pos:R:3:forces:R:3
C 0.92952 -0.06975 -0.97162 1.0696 1.4455 -1.0310
O 0.87502 1.49588 -0.74221 -0.8609 -1.9424 -0.5574
C 1.40099 -0.69330 0.27211 3.2947 1.6282 4.1811
H 1.64171 -0.01414 -1.82057 -0.2576 -0.3855 0.6513
H 0.02764 -0.56018 -1.35389 -0.6822 1.0046 0.0329
H 0.43691 1.78307 0.09491 0.0392 -0.2138 -0.0483
H 2.42241 -0.19531 0.66819 -2.0326 -0.8244 -1.2707
H 1.73474 -1.71790 0.20508 -0.3996 -0.4928 -0.6745
H 0.82778 -0.60559 1.24933 -0.1873 -0.1570 -1.6108
O -2.30062 0.97218 -0.79812 1.6591 0.2630 1.7482
C -1.96832 0.49899 0.26755 -3.8078 -2.4612 -1.9916
O -2.69421 -0.65813 0.67204 1.6411 2.9941 -1.2363
H -1.19541 0.83643 0.94940 0.1455 0.1086 0.3910
H -2.13814 -1.07223 1.30780 0.3787 -0.9669 1.4161
```
Forces are in eV/Å.

Computed properties:
net charge: +1
energy: -344.37299 Ha
E_HOMO (alpha / beta): -15.97 / -15.39 eV
multiplicity: 2
lowest unoccupied orbital energy (alpha / beta): -4.1813 / -10.5893 eV

A structure of composition C3H8O3Pr at a distorted geometry. Source: OMol25; level of theory: the ωB97M-V functional and the def2-TZVPD basis.

```
15
Properties=species:S:1:pos:R:3:forces:R:3
C -2.97309 0.29292 -0.47282 -0.8366 -0.5159 0.3016
O -1.64116 0.58663 -0.18267 3.1549 2.3355 -1.7315
H -3.31583 -0.45374 0.26570 -0.0814 0.1911 -0.3265
H -3.64566 1.16461 -0.37157 0.3042 -0.2230 -0.1412
H -3.09983 -0.15842 -1.47569 0.0191 0.2478 0.2999
C 0.80105 -1.24054 0.43806 -4.1494 -1.1887 0.7589
O 1.59201 -0.37962 -0.36713 -1.4567 1.2241 -0.4197
C 2.52249 0.53726 0.26605 1.0041 -1.1371 0.5817
O 2.20493 1.77510 -0.18336 -1.9223 0.8803 -0.8932
Pr 0.23276 1.70873 -1.13816 -0.6130 -2.1959 2.3367
H -0.49279 -1.10405 0.56581 3.7858 0.8673 -0.7733
H 0.73332 -2.17521 -0.14142 0.8632 -0.1335 1.0804
H 1.10184 -1.19147 1.49730 0.4055 -0.7832 -0.6787
H 3.52008 0.19057 -0.07274 -0.3706 0.4333 0.1841
H 2.45990 0.44723 1.37263 -0.1068 -0.0021 -0.5793
```
Forces are in eV/Å.

Computed properties:
net charge: +1
energy: -861.52026 Ha
E_HOMO (alpha / beta): -12.98 / -13.01 eV
multiplicity: 3
lowest unoccupied orbital energy (alpha / beta): -5.6617 / -5.2844 eV

The molecule C3H8O3S2 at a distorted geometry. Source: OMol25; level of theory: the ωB97M-V functional and the def2-TZVPD basis.

```
16
Properties=species:S:1:pos:R:3:forces:R:3
C 1.42846 -0.24640 -0.16247 -1.5757 -0.7716 -2.2594
C 0.55727 0.19118 0.95814 -3.4741 -1.5148 0.4271
S 0.37217 1.94375 1.31364 0.2464 0.3943 0.1057
S -0.19373 3.00048 -0.37567 0.7350 -0.3701 -0.4482
C -1.09388 -0.63466 0.78325 2.4611 0.4679 0.0548
O -0.89925 -1.92607 0.30776 0.4070 0.0535 0.3435
O -1.99948 0.03081 -0.00540 0.0914 0.2216 -0.4422
O -1.53625 -0.79183 2.07046 -0.3532 -0.3164 0.5281
H 0.72001 -0.92079 -0.83560 2.0528 1.0311 1.2055
H 1.74785 0.57207 -0.81709 -0.0132 -0.0313 0.2515
H 2.29863 -0.77425 0.18687 0.2718 -0.3991 -0.0930
H 0.81414 -0.26517 1.95440 -0.0167 0.6760 -0.8700
H 1.01036 3.27006 -1.03029 -0.7888 -0.3389 0.8247
H -0.52336 -2.41161 1.07011 -0.3023 0.1079 -0.6557
H -2.25784 -0.45927 -0.81222 0.4838 0.0631 0.8030
H -1.88895 0.02795 2.39676 -0.2255 0.7269 0.2249
```
Forces are in eV/Å.

Computed properties:
SMILES: C[C@@H](SS)C(O)(O)O
energy: -1141.16794 Ha
E_HOMO: -8.64 eV
lowest unoccupied orbital energy: 0.4962 eV

A cluster of 2 separate species, C3H8O3S2 in total at a distorted geometry. Source: OMol25; level of theory: the ωB97M-V functional and the def2-TZVPD basis.

```
16
Properties=species:S:1:pos:R:3:forces:R:3
O 0.06437 -0.02731 -2.26091 0.3110 -0.0638 0.3466
C -0.75398 -0.71116 -1.70514 0.2304 -0.5255 -2.1111
O -1.27569 -1.80394 -2.31728 -0.5291 -0.5151 1.1179
C -1.38643 -0.38410 -0.41604 -1.3923 0.7326 1.1030
C -0.36761 0.40390 0.42989 0.4393 0.4573 -2.3269
S -1.17440 0.98467 1.89040 -0.3903 0.0670 0.4769
S 0.31769 1.99238 2.85124 0.2106 -0.7934 0.7136
H -0.73852 -2.15833 -3.03387 0.2622 0.6047 -0.2027
H -2.18543 0.36407 -0.69031 0.3748 -0.8869 0.3090
H -1.87185 -1.24271 0.11855 0.5753 0.6886 -0.6644
H -0.11373 1.28175 -0.27818 0.1151 -1.2929 1.4715
H 0.51518 -0.24921 0.56334 -0.3480 0.6053 0.3344
H 0.51023 2.92230 1.95284 0.0585 0.8647 -0.6402
O 3.18735 -0.32143 0.99203 -0.1980 -0.1733 -0.0638
H 2.40180 0.01411 1.44184 0.1620 0.0401 0.0244
H 2.87103 -1.06500 0.46159 0.1186 0.1907 0.1116
```
Forces are in eV/Å.

Computed properties:
SMILES: O=C(O)CCSS.O
energy: -1141.20648 Ha
E_HOMO: -9.18 eV
lowest unoccupied orbital energy: 0.3570 eV

A cluster of 2 separate species, C3H8O3Si in total at a distorted geometry. Source: OMol25; level of theory: the ωB97M-V functional and the def2-TZVPD basis.

```
15
Properties=species:S:1:pos:R:3:forces:R:3
C 1.94929 0.23057 -0.07937 -0.1894 2.7797 -2.1223
C 1.01733 -0.64854 0.08527 -0.7865 -2.1476 1.3863
C 3.46187 0.08377 -0.09976 -1.6923 1.9934 -0.0643
O -3.41168 -1.42754 0.22311 -1.1411 1.0042 -0.0635
O -3.03308 0.73652 -1.22103 -0.8481 2.9266 4.1392
O -2.77416 1.05446 1.31389 -0.6026 -5.0012 1.0684
Si -2.60238 -0.01477 0.14237 1.7541 -0.4775 -0.5844
H 1.57002 1.25878 -0.47952 0.6880 -1.5688 0.8856
H 0.98906 -1.69313 0.51837 0.0522 1.3367 -0.7994
H 3.95993 0.77042 -0.77234 -0.2409 -0.3035 -0.9056
H 3.70898 -0.90593 -0.20670 0.9980 -2.2286 -0.3592
H 3.81384 0.48065 0.79900 0.6635 0.1670 1.9925
H -2.94817 -2.20674 0.45171 0.7272 -1.0985 0.4606
H -2.93994 0.34433 -2.00425 0.5274 -2.4557 -4.8259
H -2.76090 1.93714 1.32925 0.0904 5.0740 -0.2079
```
Forces are in eV/Å.

Computed properties:
energy: -634.26535 Ha
E_HOMO (alpha / beta): -8.53 / -7.13 eV
lowest unoccupied orbital energy (alpha / beta): -0.1646 / 0.1291 eV

A cluster of 3 separate species, C3H8O4P in total at a distorted geometry. Source: OMol25; level of theory: the ωB97M-V functional and the def2-TZVPD basis.

```
16
Properties=species:S:1:pos:R:3:forces:R:3
C 2.98209 -0.20190 -0.71579 1.2767 0.8832 -0.1561
C -3.54310 0.66408 0.40176 -0.2352 -0.8924 -1.6889
C 2.59521 0.90706 0.25415 -0.8441 0.0719 -1.3230
O -0.64775 -0.89731 -0.39635 0.4637 -0.0733 1.0557
O 0.56710 -3.01467 0.35236 -0.2101 1.0443 0.6178
O 3.39243 1.57403 0.87931 -1.0684 -0.4055 -0.1770
O -2.65825 1.00305 -0.67528 -0.5972 -0.3369 0.5409
P 0.05738 -1.64133 0.74381 -0.4115 -0.8366 -1.5767
H 2.37728 -0.99499 -0.39607 -1.2806 -1.4122 -0.1956
H 2.84089 -0.00215 -1.83203 0.0904 -0.0934 1.7063
H 3.98489 -0.56122 -0.44587 0.1143 0.4675 -0.5771
H -4.62649 0.78971 0.26762 0.0691 0.0957 -1.4282
H -3.43987 1.31714 1.19311 1.0539 1.2033 2.2261
H -3.47032 -0.37679 0.68566 0.4977 -0.2643 0.3276
H 1.41910 0.97989 0.24997 1.7909 0.5121 0.6468
H -1.83059 0.45540 -0.56637 -0.7095 0.0365 0.0015
```
Forces are in eV/Å.

Computed properties:
net charge: -1
energy: -761.50163 Ha
E_HOMO: -4.79 eV
lowest unoccupied orbital energy: 3.7582 eV